Entry 1:
{
  "formula": "C3H4S2",
  "method": "ωB97M-V/def2-TZVPD",
  "symbols": ["C", "C", "C", "S", "S", "H", "H", "H", "H"],
  "coordinates": [[3.31672, -0.28677, 0.33595], [0.31141, 1.41572, -0.35072], [-0.85528, 0.65066, 0.20600], [4.95384, -0.35256, 0.16779], [1.90641, 1.42336, -0.28805], [2.85676, -1.12676, 0.81802], [-1.36278, 1.33379, 0.72788], [-0.81758, -0.24031, 0.85215], [-1.54364, 0.34834, -0.56176]],
  "gap_ev": 6.87,
  "e_above_lowest_kcal_mol": 99.4
}



Entry 2:
{
  "formula": "C33H56N2O21",
  "method": "ωB97M-V/def2-TZVPD",
  "symbols": ["C", "C", "C", "O", "C", "O", "O", "H", "H", "H", "H", "H", "H", "C", "C", "C", "O", "C", "O", "O", "H", "H", "H", "H", "H", "H", "C", "C", "C", "O", "C", "O", "O", "H", "H", "H", "H", "H", "H", "C", "C", "C", "O", "C", "O", "O", "H", "H", "H", "H", "H", "H", "C", "O", "C", "O", "O", "C", "H", "H", "H", "H", "H", "H", "C", "O", "C", "O", "O", "C", "H", "H", "H", "H", "H", "H", "C", "O", "C", "O", "O", "C", "H", "H", "H", "H", "H", "H", "C", "C", "C", "C", "N", "H", "H", "H", "H", "H", "H", "H", "C", "C", "C", "C", "N", "H", "H", "H", "H", "H", "H", "H"],
  "coordinates": [[1.46965, 12.84129, -10.16919], [0.47722, 12.73999, -11.32285], [-0.82673, 13.31876, -10.95372], [-0.76612, 14.63748, -11.65809], [0.26572, 14.54681, -12.57164], [0.63295, 15.46862, -13.28168], [0.87474, 13.47622, -12.45723], [2.47644, 12.53629, -10.52005], [1.29923, 12.01117, -9.46473], [1.51971, 13.78984, -9.66146], [0.34224, 11.65419, -11.67520], [-0.77156, 13.55649, -9.88540], [-1.72943, 12.79190, -11.39460], [-10.65944, 14.82614, -11.15489], [-9.20056, 15.00642, -10.97180], [-8.44252, 13.92231, -11.63598], [-7.50676, 14.58914, -12.37150], [-7.73371, 15.83018, -12.31884], [-7.22458, 16.63724, -13.08420], [-8.75214, 16.15090, -11.56990], [-10.97267, 14.81170, -12.21449], [-11.19464, 15.59719, -10.65832], [-10.81150, 13.71466, -10.75464], [-9.02196, 15.01780, -9.93475], [-9.06764, 13.39590, -12.41357], [-7.98266, 13.22230, -10.93688], [-2.76486, 9.48581, -13.55184], [-1.47699, 8.74087, -13.95051], [-0.23109, 9.64798, -13.93047], [0.39812, 9.00953, -12.81303], [-0.10426, 7.80391, -12.55428], [0.33395, 7.04543, -11.76094], [-1.16100, 7.64543, -13.11010], [-3.24083, 10.09959, -14.36106], [-2.42557, 10.04962, -12.74067], [-3.56844, 8.81166, -13.18967], [-1.70754, 8.32706, -14.88978], [-0.44658, 10.68757, -13.55745], [0.38983, 9.66662, -14.81666], [-7.92802, 9.89590, -12.03664], [-6.47714, 9.53062, -12.23440], [-5.72650, 9.44921, -10.95471], [-5.16467, 8.14342, -10.94573], [-5.40936, 7.59892, -12.08806], [-5.03053, 6.51988, -12.42295], [-6.15729, 8.32353, -12.79443], [-8.52305, 9.47111, -11.17975], [-8.55550, 9.63707, -12.94805], [-7.91597, 11.04959, -12.00436], [-6.10226, 10.36861, -12.77658], [-6.26347, 9.50903, -10.05944], [-4.80157, 10.14812, -10.93517], [-6.44809, 13.48327, -15.86813], [-7.24318, 12.73246, -16.86961], [-8.35123, 12.21952, -16.38144], [-8.56163, 11.98048, -14.97940], [-9.29504, 11.89746, -17.25003], [-10.61512, 11.61546, -16.86055], [-6.13329, 12.96038, -14.94583], [-6.87467, 14.32940, -15.45342], [-5.53098, 13.91911, -16.23020], [-11.03289, 11.08463, -17.67749], [-11.21281, 12.55183, -16.60744], [-10.48028, 10.83536, -16.06287], [0.21052, 14.93418, -16.49710], [-1.22741, 14.69206, -16.49592], [-1.74883, 13.55787, -16.12439], [-1.14065, 12.69655, -15.14501], [-2.91575, 13.26273, -16.72166], [-3.36950, 11.91291, -16.63709], [0.57508, 15.84149, -15.89701], [0.58849, 15.17664, -17.44979], [0.71530, 14.00505, -16.27327], [-3.56156, 11.66432, -15.58022], [-2.50586, 11.41663, -16.97836], [-4.23724, 11.76749, -17.26075], [3.83670, 16.94637, -8.37626], [2.72928, 16.51127, -9.09700], [1.90854, 17.43571, -9.42745], [2.20582, 18.79903, -9.37053], [0.87008, 16.86757, -10.05588], [0.06844, 17.78082, -10.97487], [3.47894, 17.55508, -7.54259], [4.51328, 17.51333, -8.98749], [4.42073, 16.23371, -7.95892], [-0.90545, 17.85577, -10.55361], [-0.02022, 17.34888, -11.92108], [0.51812, 18.76402, -11.16928], [-6.84501, 18.58670, -7.98265], [-5.78617, 18.59311, -9.09093], [-5.95110, 18.25140, -10.55889], [-4.64822, 18.58411, -11.13441], [-3.55489, 18.91232, -11.55928], [-7.40056, 17.65327, -7.65349], [-7.70103, 19.07801, -8.44972], [-6.51985, 19.13464, -7.09274], [-5.05498, 17.97120, -8.65754], [-5.40160, 19.61781, -8.95118], [-6.77044, 18.76535, -11.14343], [-6.14230, 17.14150, -10.73395], [-3.00656, 17.29569, -14.37637], [-3.03059, 15.71831, -14.22238], [-3.83547, 15.10774, -13.03087], [-4.00485, 13.63752, -13.10327], [-4.16156, 12.51037, -13.34426], [-2.39845, 17.80381, -13.64470], [-4.00412, 17.73516, -14.07640], [-2.73961, 17.58819, -15.41916], [-2.01164, 15.38413, -14.04868], [-3.52360, 15.28019, -15.07974], [-4.77001, 15.59387, -12.95344], [-3.26953, 15.32519, -12.18196]],
  "gap_ev": 9.78,
  "e_above_lowest_kcal_mol": 106.4
}



Entry 3:
{
  "formula": "C17H18NO5SiV",
  "method": "ωB97M-V/def2-TZVPD",
  "symbols": ["V", "O", "C", "O", "C", "O", "O", "C", "Si", "C", "C", "N", "C", "C", "C", "C", "C", "C", "O", "C", "C", "C", "C", "C", "C", "H", "H", "H", "H", "H", "H", "H", "H", "H", "H", "H", "H", "H", "H", "H", "H", "H", "H"],
  "coordinates": [[0.96913, -1.14950, 0.30497], [4.59554, -1.73455, 1.01154], [3.38888, -1.83313, 0.97348], [2.64931, -2.12041, -0.07417], [2.53872, -1.55425, 2.27691], [3.07289, -1.11949, 3.27140], [1.25857, -1.80935, 2.11091], [-3.20776, -2.31560, -1.69638], [-2.14249, -2.23666, -0.14582], [-3.27724, -2.23943, 1.35294], [-1.14204, -3.81358, -0.07870], [-1.06552, -0.89021, -0.16261], [-1.45511, 0.40096, -0.43359], [-2.77679, 0.88444, -0.48347], [-3.06831, 2.20339, -0.79359], [-2.05645, 3.11214, -1.07125], [-0.73647, 2.67747, -1.01583], [-0.46822, 1.36899, -0.68718], [0.83563, 0.85260, -0.62960], [1.91876, 1.67328, -0.31646], [1.85759, 2.61353, 0.69759], [3.00142, 3.32712, 1.01656], [4.19198, 3.09439, 0.34079], [4.23673, 2.13585, -0.66103], [3.09547, 1.42631, -0.99875], [-3.84571, -3.20363, -1.66612], [-2.57065, -2.39043, -2.58145], [-3.85004, -1.44293, -1.82355], [-3.88096, -3.15080, 1.38635], [-3.95772, -1.38517, 1.36672], [-2.67247, -2.19920, 2.26223], [-1.81102, -4.67930, -0.04753], [-0.51060, -3.83713, 0.81250], [-0.49241, -3.91233, -0.95050], [-3.58365, 0.19917, -0.26006], [-4.10333, 2.52366, -0.81368], [-2.27984, 4.14064, -1.32002], [0.07868, 3.35837, -1.22465], [0.93420, 2.76434, 1.24044], [2.96585, 4.05257, 1.81900], [5.08584, 3.64010, 0.61241], [5.16615, 1.92013, -1.17058], [3.11340, 0.64762, -1.75021]],
  "gap_ev": [6.79, 6.23],
  "s2": 0.757,
  "spin_multiplicity": 2,
  "total_charge": -1
}